<one>
Below is an isolated ion of composition C6H9N2O and charge +1, with properties calculated with the ωB97M-V functional and the def2-TZVPD basis.

Each line ends with the Mulliken charge.
Element x y z (Å)
C1 -1.34 1.50 3.03  0.00
N1 -1.03 1.28 1.95  -0.10
C2 -0.04 1.61 0.60  0.49
O1 0.20 2.72 0.75  -0.37
N2 -0.08 0.55 -0.14  0.19
C3 0.74 0.57 -1.25  -0.55
C4 1.29 -0.94 -1.23  -0.68
C5 -0.05 -1.64 -0.89  -0.64
C6 -0.68 -0.70 0.10  -0.45
H1 -1.76 1.64 3.98  0.48
H2 1.64 1.33 -1.16  0.35
H3 0.05 0.67 -2.13  0.30
H4 2.04 -1.24 -0.55  0.33
H5 1.65 -1.20 -2.25  0.32
H6 -0.74 -1.95 -1.61  0.34
H7 0.24 -2.63 -0.42  0.34
H8 -1.84 -0.54 0.18  0.34
H9 -0.28 -1.03 1.06  0.30

Computed properties:
* SMILES: C#[N+]C(=O)N1CCCC1
* orbital gap: 10.19 eV
* charge: +1
* LUMO level: -4.22 eV

***

<two>
Below is an isolated ion of composition C6H9N2O and charge +1, with properties calculated with the ωB97M-V functional and the def2-TZVPD basis.

Each line ends with the Mulliken charge.
Element x y z (Å)
C1 -2.87 -0.39 0.03  -1.03
C2 -1.56 0.14 -0.06  0.58
N1 -1.18 1.47 -0.15  -0.29
N2 -0.25 -0.92 -0.11  -0.29
C3 1.03 -0.41 -0.12  1.06
C4 2.03 -0.97 0.72  -0.55
C5 3.12 -0.21 0.48  -0.34
O1 2.83 0.82 -0.32  -0.28
C6 1.58 0.71 -0.83  -0.96
H1 -3.52 0.39 0.34  0.34
H2 -3.09 -0.49 -1.09  0.33
H3 -3.20 -1.37 0.47  0.36
H4 -1.86 2.23 -0.11  0.26
H5 -0.14 1.66 0.02  0.29
H6 -0.39 -1.75 0.44  0.29
H7 1.97 -2.03 1.18  0.26
H8 4.14 -0.17 0.80  0.44
H9 1.37 1.29 -1.69  0.52

Computed properties:
* SMILES: CC(=[NH2+])Nc1ccoc1
* orbital gap: 7.83 eV
* charge: +1
* LUMO level: -4.59 eV

***

The structure shown above that is least stable: <one>.